[1]
# C34H21AsCl5NNdO2PS4

A structure of composition C34H21AsCl5NNdO2PS4 (ωB97M-V with the def2-TZVPD basis set, the OMol25 dataset).

Summary:
E_LUMO (spin up / spin down) = 3.51 / 3.51 eV
Orbital gap (spin up / spin down) = 5.23 / 5.25 eV
Energy relative to the best compared isomer or geometry (same formula, charge and spin) = 24.9 kcal/mol

```
! RIJCOSX wB97M-V def2-TZVPD def2/J DEFGRID3
* xyz -2 4
Nd -0.03869 -0.90890 3.26503
S -0.34492 1.84639 7.58049
As -0.16914 0.78167 5.83328
S 1.69986 -0.20409 5.46978
S -0.46811 1.86337 3.92725
S -1.64865 -0.88715 5.66947
O 2.34078 -0.64815 2.48321
C 2.03594 -0.89903 1.30740
O 0.90789 -1.42047 1.02111
C 2.98070 -0.57998 0.21986
C 4.31440 -0.32729 0.65056
C 5.23894 -0.08700 -0.32145
C 4.84729 -0.09010 -1.63753
C 5.77736 0.00400 -2.70684
C 5.35796 -0.09382 -4.01026
C 4.01108 -0.20551 -4.32432
C 3.05759 -0.26011 -3.35397
C 3.42909 -0.28843 -1.98122
N 2.54107 -0.48605 -0.98642
H 4.51467 -0.45804 1.71254
H 6.28142 -0.01254 -0.04511
H 6.79541 0.01490 -2.41342
H 6.07056 -0.12658 -4.73419
H 3.72017 -0.20339 -5.38080
H 2.01542 -0.25736 -3.57725
Cl -3.68079 -1.55199 1.76835
C -2.62090 -2.91766 1.58820
C -1.42623 -2.92975 2.28206
C -0.63879 -4.06169 2.14683
Cl 0.93526 -4.01557 2.94915
C -0.98958 -5.22411 1.47403
Cl 0.01111 -6.61232 1.40689
C -2.25671 -5.15183 0.83510
Cl -2.80487 -6.56293 -0.00989
C -3.11039 -4.03257 0.94884
Cl -4.71530 -4.16592 0.30727
C -4.29645 4.17304 1.37014
C -3.97782 3.21348 2.27166
C -3.20429 2.08822 1.98127
C -2.57783 2.01025 0.75567
C -2.85594 3.00149 -0.20651
C -3.70455 4.02924 0.09493
P -1.21430 0.73655 0.49817
C -0.00192 1.95542 -0.30670
C 0.29459 1.81815 -1.70620
C 1.06113 2.77308 -2.35876
C 1.67092 3.79550 -1.61340
C 1.46153 3.81082 -0.18690
C 0.67475 2.90274 0.43521
C -1.81460 -0.39898 -0.87742
C -3.12878 -0.49291 -1.26333
C -3.59141 -1.57317 -2.03887
C -2.68631 -2.57981 -2.47469
C -1.32139 -2.42510 -2.15348
C -0.90570 -1.33589 -1.34830
H -4.87057 5.08277 1.58603
H -4.28008 3.26400 3.28137
H -2.87155 1.46436 2.74332
H -2.38274 2.90779 -1.15718
H -3.94546 4.78389 -0.66451
H -0.08144 0.91484 -2.20996
H 1.28931 2.60879 -3.42843
H 2.38529 4.43694 -2.09025
H 2.05051 4.53696 0.33589
H 0.69911 2.82181 1.54042
H -3.87907 0.23834 -1.08206
H -4.59995 -1.60705 -2.35634
H -3.00021 -3.38776 -3.10389
H -0.52022 -3.10478 -2.47229
H 0.15456 -1.30298 -1.15866
*
```

Calculated atomic charges, method Löwdin, unit e: 1.1198, -0.1951, -0.6304, -0.1538, -0.1168, -0.2310, -0.1599, -0.6515, -0.2075, -0.1800, 0.0421, -0.0297, -0.1490, -0.0294, -0.0994, -0.0987, -0.0153, -0.1677, 0.1996, 0.1272, 0.1144, 0.0946, 0.0633, 0.1058, 0.1004, 0.6971, -0.7133, -0.2911, -0.6987, 0.6421, -0.7296, 0.6514, -0.6851, 0.6091, -0.7107, 0.6373, -0.0944, -0.0894, -0.1340, -0.3521, -0.1059, -0.1062, 1.0936, -0.3274, -0.1052, -0.1172, -0.0763, -0.0847, -0.1167, -0.3824, -0.1343, -0.0919, -0.0890, -0.0668, -0.1199, 0.1006, 0.0969, 0.0112, 0.0919, 0.0947, 0.0868, 0.0982, 0.0775, 0.0904, 0.0710, 0.0901, 0.0791, 0.0824, 0.1025, 0.0663

=====

[2]
# C34H21F4MoN8O6

A structure of composition C34H21F4MoN8O6 (ωB97M-V with the def2-TZVPD basis set, the OMol25 dataset).

Summary:
E_LUMO (spin up / spin down) = 1.23 / 0.16 eV
Orbital gap (spin up / spin down) = 6.14 / 5.25 eV
Energy relative to the best compared isomer or geometry (same formula, charge and spin) = 40.9 kcal/mol

```
! RIJCOSX wB97M-V def2-TZVPD def2/J DEFGRID3
* xyz -1 3
Mo 12.55335 -12.61106 11.90315
N 12.31204 -15.05970 15.50981
C 12.25201 -14.44775 14.31440
O 12.18174 -13.18496 14.19081
C 12.31771 -15.37892 13.14800
C 11.71899 -14.65687 11.98291
H 12.10231 -14.55876 16.37614
H 12.24350 -16.07585 15.43826
H 11.71157 -16.28920 13.36839
H 13.38069 -15.64149 12.98907
H 10.61900 -14.42855 12.17286
H 11.66619 -15.24889 11.04461
O 11.01328 -12.34643 10.57999
N 11.13575 -12.20387 9.26962
N 12.41705 -12.30028 8.87483
O 13.28441 -12.68393 9.90508
C 12.68247 -12.23545 7.50626
C 14.00531 -12.09143 7.05192
C 14.25500 -11.85715 5.71969
C 13.18415 -11.68921 4.80614
C 11.88579 -11.67451 5.31542
C 11.60468 -11.90305 6.64563
H 14.84296 -12.14882 7.78239
H 15.30176 -11.80183 5.42206
H 13.33359 -11.51886 3.75285
H 11.01319 -11.54403 4.64403
H 10.60182 -11.96329 7.04531
F 9.21280 -6.22554 14.66367
C 9.63415 -6.51673 13.43729
C 10.23500 -5.58059 12.59432
F 10.38799 -4.31009 13.02266
C 10.64138 -5.90268 11.26273
C 10.73390 -7.26184 10.88990
C 10.04224 -8.19386 11.60519
F 9.54909 -9.36778 11.08950
C 9.63914 -7.89738 12.95974
C 9.26739 -9.02203 13.76236
C 9.90266 -10.29766 13.58187
N 10.38008 -11.32892 13.35329
C 8.20094 -8.96447 14.67199
N 7.28291 -8.82883 15.36925
F 11.31030 -7.59492 9.70705
C 10.71987 -4.88580 10.24307
C 10.19329 -3.60515 10.29259
N 9.82334 -2.47305 10.23680
C 11.46506 -5.08377 9.08006
N 12.11716 -5.24689 8.10569
O 17.20666 -15.18901 9.69717
C 17.52007 -14.39297 10.77729
C 18.87419 -14.03629 11.03652
C 19.12318 -13.01637 11.93280
C 18.11076 -12.28695 12.55469
C 16.78562 -12.63680 12.34688
C 16.47419 -13.70767 11.47380
C 15.02795 -14.11064 11.37637
O 14.52695 -14.95751 10.64193
O 14.33976 -13.35591 12.25558
H 18.01649 -15.60509 9.33657
H 19.63593 -14.51952 10.44400
H 20.16485 -12.75204 12.11119
H 18.31057 -11.44611 13.17947
H 15.96584 -12.04298 12.78297
N 12.85936 -10.97570 12.19795
C 13.46623 -9.76904 12.12516
C 13.38660 -8.99047 13.33884
C 14.26655 -7.91950 13.40519
C 15.05419 -7.56564 12.30431
C 14.86633 -8.18150 11.06421
C 14.05885 -9.31456 10.94012
H 12.67436 -9.32074 14.09598
H 14.40905 -7.42172 14.35797
H 15.75948 -6.72796 12.38783
H 15.33656 -7.72080 10.19695
H 13.80406 -9.87571 10.00568
*
```

Calculated atomic charges, method Löwdin, unit e: 1.7790, 0.1689, -0.4977, -0.0942, -0.2531, -0.3449, 0.1266, 0.1108, 0.1134, 0.1173, 0.0618, 0.0548, -0.2902, 0.0900, -0.1167, -0.2241, -0.1760, -0.0180, -0.0808, -0.0743, -0.0950, -0.0169, 0.1318, 0.1043, 0.0939, 0.1149, 0.1046, 0.1186, -0.1300, -0.1357, 0.0923, -0.0430, -0.1408, -0.1216, 0.0829, -0.0432, -0.1945, -0.1686, 0.1605, -0.2323, 0.1323, 0.0894, -0.1964, -0.2178, 0.1385, -0.2244, 0.1432, 0.0498, -0.2191, -0.0345, -0.1019, -0.0879, -0.0069, -0.0457, -0.5181, 0.0684, -0.2806, 0.1132, 0.1013, 0.1009, 0.0909, 0.1248, -0.1998, -0.3459, -0.0155, -0.1012, -0.1069, -0.0909, -0.0234, 0.1079, 0.0965, 0.1001, 0.1030, 0.1213

=====

[3]
# C34H21F4MoN8O6

A structure of composition C34H21F4MoN8O6 (ωB97M-V with the def2-TZVPD basis set, the OMol25 dataset).

Summary:
E_LUMO (spin up / spin down) = 1.47 / 0.63 eV
Orbital gap (spin up / spin down) = 5.77 / 5.27 eV
Energy relative to the best compared isomer or geometry (same formula, charge and spin) = 47.1 kcal/mol

```
! RIJCOSX wB97M-V def2-TZVPD def2/J DEFGRID3
* xyz -1 3
Mo 15.59496 11.67382 13.80497
N 18.81032 13.91034 12.76591
C 17.95458 13.28590 13.57478
O 17.48825 12.16908 13.21170
C 17.61466 13.83527 14.91401
C 16.36325 13.12331 15.45150
H 19.09280 13.54525 11.87645
H 19.32853 14.73466 13.13312
H 17.52187 14.93467 14.84971
H 18.42769 13.62389 15.62264
H 15.63161 13.75134 15.96606
H 16.70024 12.34584 16.18822
O 14.25263 12.03002 15.37791
N 13.01909 11.55098 15.54037
N 12.63886 10.97765 14.41538
O 13.51774 10.75249 13.41208
C 11.40016 10.30044 14.35505
C 11.12544 9.43877 13.28572
C 10.38976 8.30133 13.56858
C 9.67422 8.20151 14.72963
C 9.75848 9.22193 15.65905
C 10.56499 10.34488 15.51306
H 11.53505 9.62486 12.31607
H 10.40174 7.45575 12.87823
H 8.97877 7.40646 14.86350
H 9.21014 9.10174 16.60265
H 10.39799 11.20695 16.15618
F 19.35100 6.60834 16.09724
C 19.96259 7.26124 15.07251
C 21.30807 7.15662 14.86169
F 22.10787 6.41512 15.70134
C 21.94342 7.84798 13.78151
C 21.04342 8.09224 12.69096
C 19.70373 8.40826 13.00712
F 18.94600 9.14675 12.11184
C 19.08933 8.05450 14.24170
C 17.85053 8.58108 14.78371
C 16.69673 8.98749 13.94515
N 16.04052 10.12293 14.36950
C 17.74573 8.89867 16.14803
N 17.60098 9.09989 17.26347
F 21.52289 8.04795 11.42146
C 23.34894 8.10383 13.70833
C 24.34494 7.39495 14.38230
N 25.21984 6.74870 14.87921
C 23.81413 9.18367 12.97058
N 24.29326 10.05486 12.37494
O 14.08105 13.88513 9.59159
C 14.66450 12.87051 8.89974
C 14.65770 12.78043 7.49639
C 15.70208 12.11360 6.87687
C 16.51938 11.28869 7.65112
C 16.33442 11.12944 9.00700
C 15.43776 11.99681 9.69597
C 15.46378 11.96605 11.19097
O 15.04763 12.86066 12.02261
O 15.96967 10.89580 11.67224
H 13.74448 14.58539 9.02579
H 14.00833 13.44085 6.86890
H 15.83161 12.15922 5.79452
H 17.33096 10.74568 7.16818
H 16.94132 10.45128 9.61607
N 16.30079 8.34852 12.89290
C 16.34642 7.02681 12.63493
C 16.39942 6.00878 13.59628
C 16.32802 4.68721 13.20230
C 16.34771 4.29831 11.86082
C 16.33825 5.32280 10.93736
C 16.32609 6.65253 11.28378
H 16.56065 6.17110 14.67356
H 16.22999 3.98440 14.03321
H 16.44740 3.24412 11.57445
H 16.32821 5.10780 9.87600
H 16.35591 7.39532 10.48624
*
```

Calculated atomic charges, method Löwdin, unit e: 1.7725, 0.2102, -0.4621, -0.1179, -0.1823, -0.1948, 0.1264, 0.1445, 0.1204, 0.1266, 0.0539, 0.0645, -0.3432, 0.0887, -0.1802, -0.1768, -0.1681, 0.0005, -0.0831, -0.1074, -0.1012, -0.0129, 0.1116, 0.1142, 0.0943, 0.1069, 0.1121, 0.0782, -0.1436, -0.1212, 0.0707, -0.0532, -0.1349, -0.0941, 0.0568, -0.0495, -0.0967, -0.3672, -0.1214, -0.2314, 0.1634, 0.0838, -0.2294, -0.2291, 0.1099, -0.2594, 0.1223, 0.0697, -0.2534, -0.0341, -0.0913, -0.1008, 0.0008, -0.0452, -0.5285, -0.1198, -0.0923, 0.1092, 0.1213, 0.1056, 0.1031, 0.1248, 0.1501, -0.2927, -0.0313, -0.1095, -0.1146, -0.1275, -0.0315, 0.1176, 0.0991, 0.0961, 0.0937, 0.1098